Record 1
ORCA calculation (ωB97M-V/def2-TZVPD) on an isolated ion of composition C8H14NO2 and charge +1 in a non-equilibrium geometry.

The structure (SMILES) is C=[N+](C)[C@@H]1C(=O)O[C@H]1C(C)C.

The geometry in ORCA input format:
```
! RIJCOSX wB97M-V def2-TZVPD def2/J DEFGRID3
* xyz 1 1
C -1.879 0.673 -0.980
C -0.697 -0.678 2.122
C -0.819 0.725 0.231
C -0.057 -0.275 -0.688
C 2.250 -0.694 -0.034
C 1.578 -0.677 -2.486
C -2.201 1.188 2.116
C 1.393 -0.020 -1.124
N -1.237 0.305 1.517
O -2.914 1.147 -1.210
O -0.983 0.015 -1.764
H -1.047 -0.956 3.096
H 0.273 -1.034 1.762
H -0.267 1.750 0.372
H -0.179 -1.343 -0.440
H 1.922 -1.675 0.150
H 2.510 -0.289 0.964
H 3.214 -0.866 -0.489
H 1.514 -1.742 -2.565
H 2.456 -0.324 -2.958
H 0.708 -0.342 -3.288
H -2.963 1.384 1.369
H -1.571 2.044 2.442
H -2.481 0.617 3.038
H 1.478 1.066 -1.152
*
```

Record 2
ORCA calculation (ωB97M-V/def2-TZVPD) on a 2-piece molecular cluster, C25H22F2N overall in a non-equilibrium geometry.

The geometry in ORCA input format:
```
! RIJCOSX wB97M-V def2-TZVPD def2/J DEFGRID3
* xyz 1 1
F 1.023 -6.120 -0.920
C 0.817 -5.141 -1.853
C 1.182 -5.394 -3.177
C 0.952 -4.381 -4.121
C 0.406 -3.163 -3.741
C 0.063 -2.903 -2.388
C -0.398 -1.612 -1.970
C -0.615 -1.235 -0.655
C -1.333 -0.050 -0.347
C -1.843 0.158 1.001
C -1.096 -0.264 2.113
C -1.669 -0.162 3.378
F -0.982 -0.666 4.453
C -2.939 0.373 3.587
C -3.631 0.874 2.480
C -3.082 0.804 1.204
C 0.256 -3.939 -1.439
H 1.632 -6.348 -3.449
H 1.195 -4.567 -5.164
H 0.265 -2.363 -4.474
H -0.613 -0.888 -2.762
H -0.237 -1.853 0.159
H -1.999 0.313 -1.146
H -0.120 -0.737 1.992
H -3.364 0.382 4.589
H -4.618 1.317 2.610
H -3.627 1.190 0.338
H 0.016 -3.784 -0.386
C -2.065 3.647 -1.265
C -0.913 3.053 -0.567
C -0.249 1.823 -0.797
C 0.871 1.798 0.142
C 0.764 2.956 0.949
N -0.341 3.678 0.489
C 1.737 3.324 1.862
C 2.837 2.475 2.012
C 2.936 1.275 1.274
C 4.153 0.396 1.460
C 1.916 0.909 0.374
H -2.357 3.014 -2.101
H -2.919 3.754 -0.585
H -1.849 4.646 -1.666
H -0.174 1.381 -1.811
H -0.638 4.578 0.860
H 1.638 4.249 2.414
H 3.649 2.732 2.686
H 4.132 -0.448 0.752
H 5.072 0.972 1.296
H 4.204 -0.009 2.480
H 1.956 -0.047 -0.168
*
```

Going through the records in order, we get energy relative to the best compared isomer or geometry (same formula, charge and spin) values of 206.7 96.2 kJ/mol.